159
Properties=species:S:1:pos:R:3:forces:R:3 method="wB97M-V/def2-TZVPD" e_homo_ev=-9.497 lumo_energy_ha=0.006 molar_mass_da=1986.64 total_charge=0 orbital_gap_ev=9.66
C 8.58102 -5.70541 3.36240 0.061 0.183 -0.290
C 8.49435 -4.18093 3.23658 0.195 -0.417 0.777
O 7.41785 -3.69233 4.03954 -0.206 -0.168 -0.484
C 6.46111 -2.89811 3.36989 0.034 0.407 0.344
C 5.09618 -3.15825 4.01003 0.350 0.567 0.110
O 4.02489 -3.27518 3.04905 0.072 -0.424 0.313
B 3.77601 -4.47931 2.49305 0.006 0.016 -0.127
I 4.93840 -5.15870 0.78896 -0.096 0.026 0.114
C 2.61073 -5.45407 2.93532 0.582 0.365 -0.136
C 1.97217 -5.14793 4.23728 -0.728 -0.010 -0.147
O 0.85776 -4.76017 4.37190 0.018 0.155 0.107
Cl 2.96146 -5.40595 5.68540 0.295 -0.127 0.103
H 8.20520 -6.17922 2.45748 -0.179 -0.182 0.098
H 9.60883 -6.03426 3.50401 0.073 0.007 -0.027
H 8.00651 -6.03023 4.22559 -0.075 -0.051 0.016
H 9.40906 -3.75566 3.65210 0.064 0.250 -0.251
H 8.37164 -3.89083 2.19532 0.034 0.198 -0.049
H 6.43733 -3.07582 2.29653 -0.042 -0.225 -0.054
H 6.70750 -1.84032 3.51213 0.079 0.053 -0.106
H 4.84365 -2.32259 4.65832 -0.266 0.020 -0.063
H 5.17540 -4.03192 4.65205 -0.095 -0.243 -0.172
H 1.83569 -5.35237 2.17604 -0.102 -0.143 -0.116
H 3.00015 -6.46829 2.88387 -0.079 -0.099 0.198
Cl -0.26919 -0.59916 0.27638 -0.241 -0.087 0.342
C -0.78856 -1.48114 1.73889 -0.031 0.023 -0.019
C 0.07824 -2.68544 1.98608 0.005 0.010 0.152
Cl -0.16982 -3.94377 0.73710 0.055 -0.049 -0.001
H -1.83185 -1.75986 1.61624 0.003 -0.015 -0.063
H -0.70720 -0.79149 2.57686 0.064 -0.001 0.002
H -0.16517 -3.13906 2.94329 -0.047 -0.039 -0.006
H 1.13312 -2.41988 1.98708 0.012 -0.008 -0.084
Cl 6.21271 -7.22931 8.94842 0.045 -0.002 -0.008
C 4.45134 -7.24555 8.65140 -0.029 0.141 -0.050
C 3.77487 -8.43643 9.26751 -0.134 -0.062 0.068
Cl 4.22663 -9.96485 8.45298 0.058 0.033 -0.003
H 4.29926 -7.21289 7.57636 0.047 -0.050 -0.037
H 4.04446 -6.33434 9.08770 -0.028 -0.032 0.060
H 2.69459 -8.33246 9.17105 -0.003 -0.004 -0.021
H 4.01603 -8.52496 10.32261 0.050 -0.179 -0.284
Cl -0.57715 4.16261 -2.86117 0.025 0.052 -0.025
C -1.52753 2.88109 -2.05937 -0.010 -0.078 0.144
C -2.62842 2.36233 -2.94199 -0.011 -0.109 -0.018
Cl -3.91036 3.57909 -3.21032 -0.036 0.025 -0.032
H -1.91803 3.28840 -1.13054 -0.020 0.069 -0.030
H -0.83893 2.06956 -1.83044 -0.079 0.084 -0.027
H -3.09820 1.50139 -2.47043 -0.012 0.020 0.042
H -2.25042 2.06222 -3.91572 0.001 0.054 -0.027
Cl 1.01321 7.92272 0.76702 0.006 0.016 0.000
C 0.61054 8.24528 -0.94309 -0.068 0.053 -0.021
C 1.33230 7.32604 -1.88911 -0.002 -0.088 0.001
Cl 3.09122 7.64199 -1.93422 -0.064 -0.014 0.011
H 0.84550 9.28663 -1.14766 0.049 0.006 0.028
H -0.46291 8.09972 -1.04999 -0.002 -0.041 -0.004
H 0.95459 7.47861 -2.89671 -0.002 0.036 -0.028
H 1.18959 6.28342 -1.61768 0.043 0.004 0.054
Cl -9.29010 4.20791 -2.86127 -0.007 -0.012 -0.010
C -7.75635 4.86241 -3.49972 0.109 -0.038 0.031
C -7.93642 6.21741 -4.12974 0.087 0.080 0.027
Cl -8.88700 6.13388 -5.63670 -0.080 0.005 0.013
H -7.35743 4.14298 -4.20944 -0.053 -0.022 -0.025
H -7.06922 4.93814 -2.65903 -0.022 0.024 0.026
H -6.96429 6.63313 -4.38811 0.021 -0.046 -0.027
H -8.44065 6.90509 -3.45632 -0.067 -0.015 -0.016
Cl 7.38872 -6.13231 -1.75861 0.026 0.004 -0.025
C 6.57603 -5.43709 -3.18632 -0.028 -0.062 -0.083
C 6.97557 -4.00568 -3.43458 0.024 0.043 -0.057
Cl 6.35948 -2.90439 -2.17884 0.012 -0.015 0.012
H 5.50350 -5.53004 -3.03463 -0.004 0.030 0.067
H 6.86239 -6.04795 -4.04061 0.034 0.005 -0.001
H 6.55746 -3.67242 -4.38299 -0.035 -0.014 0.000
H 8.05631 -3.89888 -3.47255 0.015 -0.005 0.049
Cl -9.36951 4.82444 -11.88276 -0.006 0.017 -0.013
C -8.95817 5.61903 -10.33929 0.079 0.036 0.023
C -10.02866 5.43042 -9.29728 0.040 -0.023 0.102
Cl -11.52334 6.31071 -9.70151 -0.057 0.026 -0.082
H -8.78570 6.67298 -10.54355 -0.035 0.014 -0.032
H -8.02860 5.17383 -9.98946 -0.012 -0.036 0.010
H -9.67990 5.82035 -8.34361 0.008 0.045 -0.006
H -10.28593 4.38248 -9.16936 -0.038 -0.008 -0.050
Cl 4.35820 0.30518 -2.64725 -0.033 -0.002 -0.015
C 3.09858 0.72157 -3.84224 -0.025 -0.048 -0.042
C 1.97003 1.50725 -3.23389 0.003 0.102 -0.051
Cl 1.02601 0.47635 -2.11244 0.313 0.111 -0.326
H 2.71356 -0.20863 -4.25981 0.276 0.328 0.132
H 3.58180 1.30537 -4.62420 -0.021 0.025 0.016
H 1.28717 1.84016 -4.01348 -0.016 -0.051 -0.018
H 2.31692 2.37885 -2.68556 -0.007 -0.053 0.106
Cl 1.75349 -10.02818 11.80718 -0.004 0.064 0.088
C 0.83280 -11.33725 11.02440 -0.023 -0.075 -0.024
C 0.91967 -11.25337 9.52242 0.018 -0.137 -0.033
Cl 0.06565 -9.82524 8.87974 0.023 0.036 -0.016
H -0.19499 -11.27563 11.37179 -0.010 0.068 -0.007
H 1.26017 -12.27963 11.36225 0.052 0.009 -0.021
H 0.45400 -12.13200 9.07935 -0.054 0.013 0.014
H 1.95266 -11.19719 9.18956 -0.013 0.052 0.009
Cl -11.15332 10.58432 -8.67568 0.010 0.027 0.050
C -11.53403 10.83505 -10.39775 -0.046 -0.004 -0.039
C -10.80342 9.85759 -11.28185 -0.086 -0.059 -0.075
Cl -9.04340 10.15182 -11.30682 0.018 -0.028 0.019
H -11.29053 11.86424 -10.64732 0.066 0.000 0.018
H -12.60691 10.69174 -10.51295 -0.004 -0.044 0.013
H -11.15729 9.95638 -12.30643 0.016 0.044 -0.009
H -10.96365 8.83394 -10.95314 0.036 0.006 0.041
Cl 1.99045 7.75184 -5.32850 0.020 0.033 -0.073
C 0.72904 8.16396 -6.52173 0.008 -0.055 -0.087
C -0.42169 8.90453 -5.89480 -0.034 0.056 -0.035
Cl -1.35290 7.87199 -4.77278 -0.018 -0.057 0.033
H 0.40151 7.23816 -6.98749 -0.011 -0.031 0.042
H 1.19557 8.79005 -7.28015 0.013 0.056 0.044
H -1.10625 9.24123 -6.67103 -0.032 -0.040 0.005
H -0.07940 9.76547 -5.33129 -0.027 -0.027 -0.038
Cl 11.76545 -3.95096 9.79151 0.010 -0.001 -0.013
C 10.01042 -4.03206 9.48544 -0.049 0.072 -0.022
C 9.37501 -5.24026 10.12133 -0.127 -0.005 0.049
Cl 9.88409 -6.75808 9.34273 0.023 -0.028 0.002
H 9.85952 -4.02787 8.40937 0.039 -0.038 -0.019
H 9.57302 -3.12754 9.90432 0.005 -0.006 0.035
H 8.29229 -5.18016 10.01680 -0.001 0.003 -0.047
H 9.62026 -5.30848 11.17785 0.064 -0.018 -0.004
Cl -0.81271 -7.93722 4.19082 0.019 0.011 0.004
C -1.27605 -7.42972 2.54614 -0.077 0.046 0.009
C -0.60030 -8.26490 1.48932 -0.085 -0.003 -0.041
Cl 1.15504 -7.95844 1.43996 -0.045 -0.202 -0.167
H -1.02600 -6.37661 2.43808 0.053 -0.002 0.022
H -2.35569 -7.54453 2.46651 -0.003 -0.039 0.005
H -0.99763 -8.01199 0.50792 0.016 0.065 0.004
H -0.74993 -9.32721 1.66172 0.051 -0.008 0.061
Cl -0.93181 12.75969 -6.51633 -0.013 -0.029 0.006
C -0.42996 13.46779 -4.95756 -0.042 0.076 0.037
C 1.04097 13.27608 -4.69841 0.038 0.070 0.032
Cl 1.44745 11.56331 -4.41871 0.154 0.038 0.065
H -1.03219 13.01146 -4.17668 0.000 -0.053 -0.015
H -0.65924 14.53078 -5.00046 0.021 0.010 -0.042
H 1.33134 13.82458 -3.80430 -0.037 -0.026 0.036
H 1.64255 13.62773 -5.53202 -0.014 -0.048 -0.046
Cl -1.30541 -1.94042 -4.23377 -0.014 0.007 -0.023
C -0.24060 -3.36876 -4.30426 -0.027 -0.065 0.002
C 1.19946 -3.01781 -4.03966 0.054 0.002 0.183
Cl 1.90366 -2.03783 -5.35687 -0.152 -0.365 -0.233
H -0.36491 -3.82777 -5.28135 -0.007 0.045 -0.034
H -0.58797 -4.06422 -3.54248 0.014 0.029 0.047
H 1.79405 -3.92629 -3.96682 -0.009 -0.019 -0.051
H 1.30841 -2.45391 -3.11540 -0.016 0.063 -0.031
Cl 1.32193 -5.50980 10.77316 -0.008 -0.024 -0.008
C 2.02346 -5.11305 12.36400 -0.050 0.075 0.018
C 3.50985 -5.34920 12.38841 0.079 0.062 0.047
Cl 3.89987 -7.08464 12.27913 0.057 0.154 0.263
H 1.51407 -5.71248 13.11354 -0.005 -0.060 -0.035
H 1.81613 -4.06155 12.55425 0.017 0.016 -0.037
H 3.93219 -4.98261 13.32221 -0.045 -0.031 0.038
H 4.00447 -4.84331 11.56281 -0.008 -0.042 -0.045
Cl -12.65949 4.82579 -6.62463 -0.005 0.013 0.006
C -12.57571 5.28376 -4.90347 0.151 0.013 0.044
C -13.66483 4.64120 -4.08710 0.015 -0.033 0.071
Cl -15.28124 5.27988 -4.48926 -0.011 -0.014 -0.007
H -12.62262 6.36814 -4.84795 -0.054 0.012 -0.043
H -11.60311 4.95931 -4.53637 -0.009 -0.029 -0.003
H -13.49582 4.84627 -3.03148 0.007 0.038 -0.001
H -13.68680 3.56498 -4.23514 -0.030 -0.005 -0.051